(1)
{"formula": "C4H10N2O", "method": "ωB97M-V/def2-TZVPD", "species": ["C", "C", "C", "C", "N", "N", "O", "H", "H", "H", "H", "H", "H", "H", "H", "H", "H"], "xyz": [[1.791, -1.091, -1.028], [-1.513, 0.297, -0.614], [-2.504, 0.406, 0.675], [1.771, 0.877, 0.336], [0.232, -0.765, 0.743], [1.283, -0.505, -0.044], [-1.537, -0.713, -1.317], [1.385, -2.021, -1.465], [2.542, -0.582, -1.641], [-0.960, 1.193, -0.860], [-1.939, 0.191, 1.542], [-3.217, -0.370, 0.654], [-2.995, 1.394, 0.777], [1.330, 1.043, 1.409], [2.864, 0.773, 0.422], [1.489, 1.681, -0.329], [-0.021, -1.809, 0.739]], "forces_ev_per_a": [[1.212, -1.885, -3.482], [-2.831, -2.687, 1.100], [1.331, 1.176, -2.054], [0.237, -0.900, 2.585], [0.960, -1.968, 0.617], [-2.562, 2.596, 2.935], [0.102, 2.136, 0.600], [0.081, 0.608, 0.815], [-0.156, -0.140, 0.637], [0.574, 0.417, -0.195], [0.920, 0.190, 0.931], [-1.019, -0.839, -0.578], [0.357, -0.490, -0.212], [0.891, -0.213, -2.302], [-0.390, 0.393, -0.135], [-0.199, -0.194, -0.433], [0.492, 1.801, -0.832]], "total_energy_ev": -9333.972, "total_charge": 0, "multiplicity": 1, "homo_lumo_gap_ha": [0.3242, 0.3241]}

=====

(2)
{"formula": "C4H10N2O", "method": "ωB97M-V/def2-TZVPD", "species": ["C", "C", "C", "O", "N", "C", "N", "H", "H", "H", "H", "H", "H", "H", "H", "H", "H"], "xyz": [[0.096, 0.158, 0.129], [-0.996, 1.225, -0.126], [0.246, 1.760, 0.610], [0.313, 1.723, 1.948], [0.583, -0.111, -1.284], [0.334, -1.447, -1.423], [-0.437, -2.363, -0.548], [1.074, -0.178, 0.667], [-0.513, -0.498, 0.824], [-1.955, 1.235, 0.533], [-1.092, 1.346, -1.230], [0.910, 2.317, 0.038], [0.336, -2.450, 2.202], [0.590, -1.875, -0.275], [0.729, -1.978, -2.263], [-0.313, -2.670, 2.030], [-1.376, -1.888, -0.420]], "forces_ev_per_a": [[1.362, -3.405, -0.738], [-0.153, 3.115, 2.315], [-3.290, 0.822, 5.660], [-0.589, 0.579, -4.551], [-1.648, -6.155, 1.377], [-0.804, 3.623, -3.619], [1.525, 1.313, -2.049], [-1.169, 2.157, -0.297], [0.382, 0.017, -1.086], [2.001, -0.473, -1.267], [0.095, 0.071, 1.164], [1.688, 0.468, -1.187], [1.265, 0.423, 0.509], [-1.773, -2.130, 3.572], [0.493, -0.010, -0.609], [-1.230, -0.461, -0.253], [1.844, 0.045, 1.060]], "total_energy_ev": -9327.977, "total_charge": 0, "multiplicity": 1, "homo_lumo_gap_ha": 0.3046}

=====

(3)
{"formula": "C4H10N2O", "method": "ωB97M-V/def2-TZVPD", "species": ["C", "C", "C", "C", "N", "N", "O", "H", "H", "H", "H", "H", "H", "H", "H", "H", "H"], "xyz": [[-2.744, -0.374, -0.401], [1.971, -0.489, -0.683], [2.447, -0.115, 0.706], [-1.357, -0.721, 1.630], [-0.704, 0.626, -0.231], [-1.595, -0.228, 0.224], [2.148, -0.004, -1.760], [-2.909, 0.309, -1.225], [-3.527, -0.927, 0.135], [1.463, -1.518, -0.698], [3.096, -0.849, 1.131], [1.475, -0.328, 1.090], [2.797, 0.924, 0.903], [-0.436, -0.222, 1.733], [-2.222, -0.276, 2.137], [-1.234, -1.810, 1.749], [-1.028, 1.121, -1.021]], "forces_ev_per_a": [[-0.488, -0.834, 1.421], [0.909, -2.030, -0.710], [-0.701, 1.129, -1.046], [-0.772, 0.096, -1.820], [1.772, -1.337, 2.801], [-1.147, 1.501, -1.985], [0.188, 1.043, -0.006], [-0.227, -0.498, -0.055], [0.341, 0.265, -0.622], [0.146, 0.856, 0.489], [0.619, -0.583, -0.025], [-0.633, 0.478, 1.581], [-0.406, -0.846, -0.405], [0.946, 0.484, 1.385], [0.671, -0.419, 0.537], [-0.418, 0.516, -0.368], [-0.801, 0.179, -1.173]], "total_energy_ev": -9333.878, "total_charge": 0, "multiplicity": 1, "homo_lumo_gap_ha": 0.3119}

=====

(4)
{"formula": "C4H10N2O", "method": "ωB97M-V/def2-TZVPD", "species": ["C", "N", "C", "C", "C", "N", "O", "H", "H", "H", "H", "H", "H", "H", "H", "H", "H"], "xyz": [[-0.582, -1.865, 0.849], [-0.466, -0.778, -0.119], [-1.423, 0.268, 0.265], [0.928, -0.265, -0.088], [1.135, 1.250, -0.229], [0.812, 1.798, -1.437], [1.844, 1.841, 0.561], [0.147, -2.630, 0.573], [-1.531, -2.368, 0.655], [-0.511, -1.554, 1.894], [-1.196, 0.692, 1.255], [-1.351, 1.079, -0.457], [-2.433, -0.141, 0.272], [1.411, -0.597, 0.827], [1.472, -0.641, -0.957], [1.261, 2.677, -1.662], [0.481, 1.234, -2.200]], "forces_ev_per_a": [[-0.265, -0.768, -1.345], [0.076, 0.687, 0.577], [0.424, 0.042, -0.183], [-0.946, 0.262, -0.245], [1.569, -0.689, -0.359], [-0.200, 0.349, -0.025], [-0.554, 0.301, 0.297], [0.272, 0.098, 0.443], [-0.216, 0.160, 0.361], [0.168, 0.016, 0.078], [-0.102, -0.074, 0.051], [-0.336, 0.021, 0.022], [0.022, 0.022, -0.039], [0.265, 0.285, 0.073], [0.106, -0.442, 0.106], [-0.208, -0.198, 0.101], [-0.075, -0.071, 0.086]], "total_energy_ev": -9337.525, "total_charge": 0, "multiplicity": 1, "homo_lumo_gap_ha": 0.3581}

=====

(5)
{"formula": "C4H10N2O", "method": "ωB97M-V/def2-TZVPD", "species": ["N", "C", "C", "N", "C", "C", "O", "H", "H", "H", "H", "H", "H", "H", "H", "H", "H"], "xyz": [[0.565, -1.360, 1.135], [1.496, -1.066, 0.077], [0.851, -0.289, -0.999], [0.534, 1.113, -0.674], [-0.547, 1.504, 0.164], [-1.720, 0.697, 0.348], [-2.041, -0.358, -0.233], [-0.248, -0.763, 1.108], [0.948, -1.354, 2.074], [2.015, -1.936, -0.322], [2.237, -0.366, 0.465], [-0.074, -0.935, -1.194], [1.508, -0.209, -1.796], [1.383, 1.572, -0.765], [3.244, 0.192, -0.587], [-0.416, 2.177, 1.033], [-2.441, 1.150, 1.077]], "forces_ev_per_a": [[-0.496, -0.963, 0.619], [0.476, 0.564, 2.273], [-3.883, -0.704, -0.340], [-4.053, -1.904, 2.526], [3.218, -1.252, -0.596], [-1.584, -1.509, -0.873], [0.553, 1.726, 0.721], [0.151, -0.146, 0.128], [0.100, 0.039, -0.333], [-0.153, -0.247, -0.255], [0.738, -0.158, -0.106], [0.929, 1.512, -0.388], [1.332, -0.189, -1.824], [1.817, 2.082, 0.292], [0.124, 0.806, -0.155], [0.319, 0.526, -1.418], [0.410, -0.183, -0.271]], "total_energy_ev": -9330.371, "total_charge": 0, "multiplicity": 1, "homo_lumo_gap_ha": 0.1410}

=====

(6)
{"formula": "C4H10N2O", "method": "ωB97M-V/def2-TZVPD", "species": ["C", "C", "C", "N", "C", "O", "N", "H", "H", "H", "H", "H", "H", "H", "H", "H", "H"], "xyz": [[0.511, 0.674, 0.460], [0.246, -0.630, -0.260], [0.527, 0.594, 1.968], [0.775, -0.732, -1.601], [-1.347, -0.609, -0.388], [-0.773, 1.496, 0.086], [-1.995, -0.992, -1.403], [-0.756, 1.723, -0.852], [1.384, 1.199, 0.050], [0.514, -1.493, 0.359], [1.181, 0.091, -2.034], [1.488, -1.446, -1.710], [-1.470, -0.958, -2.278], [-1.857, -0.643, 0.569], [-0.360, 0.084, 2.338], [0.527, 1.597, 2.390], [1.405, 0.044, 2.306]], "forces_ev_per_a": [[-1.925, 1.439, -0.888], [-1.677, 0.629, -0.599], [-0.139, 0.149, -0.288], [1.089, -0.567, -0.569], [1.023, -2.909, 0.085], [2.250, 0.069, 1.065], [-0.605, 1.156, 0.087], [0.236, -0.075, 0.083], [-0.194, -0.031, 0.197], [0.052, 0.013, -0.265], [-0.327, 0.237, 0.498], [-0.294, -0.021, 0.185], [0.537, -0.362, 0.306], [-0.122, 0.289, 0.075], [-0.078, -0.080, -0.034], [0.115, 0.016, 0.059], [0.057, 0.048, 0.004]], "total_energy_ev": -9336.324, "total_charge": 0, "multiplicity": 1, "homo_lumo_gap_ha": 0.3580}

=====

(7)
{"formula": "C4H10N2O", "method": "ωB97M-V/def2-TZVPD", "species": ["C", "N", "C", "O", "H", "H", "H", "H", "H", "C", "C", "N", "H", "H", "H", "H", "H"], "xyz": [[-1.218, 1.671, -0.672], [-1.723, 0.517, -0.454], [-0.733, -1.165, 0.535], [-1.095, -2.112, -0.145], [-2.666, 0.482, -0.078], [-1.283, -0.878, 1.453], [-1.773, 2.605, -0.551], [-0.391, 1.718, -1.376], [0.231, 1.296, 0.594], [1.424, -0.839, -0.732], [0.730, -0.716, 0.633], [0.784, 0.597, 1.245], [1.750, 0.865, 1.415], [1.211, -1.421, 1.329], [1.009, -0.120, -1.434], [2.494, -0.664, -0.636], [1.248, -1.838, -1.126]], "forces_ev_per_a": [[-2.242, -0.658, -1.583], [0.562, 1.430, -0.638], [0.707, -2.683, 0.671], [0.329, 0.765, 0.466], [0.073, 0.400, 0.447], [-0.380, 0.384, -0.254], [0.143, 0.022, 0.411], [0.673, 0.013, 0.659], [2.321, -1.697, 2.102], [-0.167, -0.198, 0.462], [-0.096, 0.262, -1.051], [-1.366, 1.531, -1.153], [-0.348, 0.345, -0.268], [-0.293, 0.011, -0.038], [-0.052, 0.092, -0.099], [0.067, 0.012, -0.024], [0.069, -0.033, -0.109]], "total_energy_ev": -9335.507, "total_charge": 0, "multiplicity": 1, "homo_lumo_gap_ha": 0.3301}

=====

(8)
{"formula": "C4H10N2O", "method": "ωB97M-V/def2-TZVPD", "species": ["C", "C", "C", "N", "O", "H", "H", "H", "H", "H", "C", "N", "H", "H", "H", "H", "H"], "xyz": [[-1.202, 1.204, -1.061], [0.047, 0.525, -0.581], [0.814, 1.622, 0.781], [0.877, 0.093, -1.438], [1.916, 1.369, 1.223], [1.726, -0.303, -1.038], [0.320, 2.605, 1.012], [-1.901, 1.360, -0.240], [-1.677, 0.597, -1.834], [-0.960, 2.168, -1.506], [0.346, -2.076, 0.552], [-0.468, -0.874, 0.743], [-1.433, -0.948, 0.423], [-0.070, -0.243, 1.471], [1.287, -1.944, 1.086], [0.609, -2.225, -0.501], [-0.231, -2.929, 0.908]], "forces_ev_per_a": [[-0.423, -0.531, 0.304], [2.313, 3.256, 0.681], [0.488, -1.462, -1.468], [-0.234, -1.032, -0.030], [-1.575, 0.124, -0.452], [0.218, 0.515, 0.036], [0.020, -0.317, -0.059], [-0.165, 0.117, 0.017], [0.008, 0.017, 0.059], [0.124, 0.024, 0.101], [-0.454, 0.302, 0.027], [1.011, 0.049, 0.135], [0.366, 0.311, 1.123], [-1.733, -1.097, -0.642], [-0.181, -0.220, 0.166], [-0.221, 0.186, -0.050], [0.438, -0.243, 0.053]], "total_energy_ev": -9334.359, "total_charge": 0, "multiplicity": 1, "homo_lumo_gap_ha": 0.3126}

=====

(9)
{"formula": "C4H10N2O", "method": "ωB97M-V/def2-TZVPD", "species": ["C", "C", "N", "C", "N", "C", "O", "H", "H", "H", "H", "H", "H", "H", "H", "H", "H"], "xyz": [[-0.865, -1.593, 0.154], [-1.583, 0.956, -0.288], [-0.669, 0.058, 0.424], [0.936, 0.037, 0.016], [1.170, 0.517, -1.266], [1.825, 0.200, 1.019], [0.394, -1.882, -0.202], [-0.709, 0.263, 1.418], [1.560, 1.449, -1.292], [1.696, -0.145, -1.823], [-1.624, -1.649, -0.643], [-1.179, -2.009, 1.122], [-1.494, 0.752, -1.356], [-1.307, 1.992, -0.092], [-2.618, 0.765, 0.002], [2.845, 0.489, 0.804], [1.623, -0.200, 2.003]], "forces_ev_per_a": [[2.232, 0.756, -0.472], [0.417, -0.007, -0.454], [1.094, -1.588, -0.053], [-0.499, 1.518, 1.459], [-0.408, -0.311, -0.880], [-0.914, -0.403, -0.104], [-1.456, -0.133, 0.026], [0.157, -0.062, 0.033], [0.125, -0.202, 0.090], [-0.204, 0.083, -0.008], [-0.158, 0.083, 0.247], [-0.346, 0.048, -0.090], [0.086, 0.080, 0.062], [-0.143, -0.003, -0.044], [0.187, 0.004, 0.206], [-0.076, -0.097, -0.141], [-0.093, 0.234, 0.124]], "total_energy_ev": -9334.373, "total_charge": 0, "multiplicity": 1, "homo_lumo_gap_ha": 0.3158}

=====

(10)
{"formula": "C4H10N2O", "method": "ωB97M-V/def2-TZVPD", "species": ["C", "C", "C", "O", "N", "C", "N", "H", "H", "H", "H", "H", "H", "H", "H", "H", "H"], "xyz": [[0.050, -0.082, 0.722], [1.351, 0.428, 1.323], [2.588, -0.245, 0.833], [2.582, -1.144, 0.034], [-0.193, 0.543, -0.570], [-1.582, 0.449, -1.009], [-1.961, -0.850, -1.541], [0.071, -1.174, 0.661], [-0.751, 0.251, 1.385], [1.326, 0.379, 2.423], [1.410, 1.504, 1.160], [3.556, 0.141, 1.219], [0.346, 0.063, -1.287], [-1.781, 1.223, -1.750], [-2.208, 0.714, -0.159], [-2.566, -1.380, -0.938], [-2.239, -0.821, -2.505]], "forces_ev_per_a": [[0.224, 0.219, -0.026], [-0.408, 0.211, 0.610], [0.210, 0.120, -0.260], [0.031, -0.095, -0.031], [-0.325, 0.002, -0.466], [-0.025, 0.035, 0.154], [0.488, 0.222, 0.203], [-0.141, -0.045, 0.160], [-0.101, -0.222, 0.015], [0.126, -0.345, -0.092], [0.225, 0.128, -0.303], [-0.142, -0.031, 0.073], [0.199, 0.106, 0.176], [0.218, -0.010, -0.206], [-0.065, -0.001, 0.199], [-0.205, -0.101, -0.253], [-0.311, -0.193, 0.047]], "total_energy_ev": -9337.186, "total_charge": 0, "multiplicity": 1, "homo_lumo_gap_ha": 0.3661}

=====

(11)
{"formula": "C4H10N2O", "method": "ωB97M-V/def2-TZVPD", "species": ["C", "N", "C", "C", "C", "N", "O", "H", "H", "H", "H", "H", "H", "H", "H", "H", "H"], "xyz": [[1.596, -0.244, 1.003], [0.173, -0.610, 1.017], [-1.010, 1.561, 0.293], [-0.661, 0.106, 0.054], [-0.228, -0.220, -1.372], [-0.214, -1.557, -1.643], [0.048, 0.651, -2.166], [1.944, -0.085, -0.010], [2.154, -1.054, 1.459], [1.809, 0.680, 1.552], [-0.177, -0.479, 1.956], [-0.135, 2.199, 0.166], [-1.842, 1.891, -0.322], [-1.283, 1.679, 1.339], [-1.603, -0.457, 0.112], [-0.393, -1.875, -2.579], [-0.179, -2.187, -0.860]], "forces_ev_per_a": [[-0.360, 0.262, 0.352], [0.705, 0.293, -0.301], [0.945, 0.088, 0.519], [-1.192, -0.998, 0.216], [0.423, 0.317, 0.373], [-0.001, 0.203, -0.033], [-0.314, -0.040, -0.453], [0.036, -0.170, -0.259], [0.262, -0.072, 0.013], [0.027, 0.019, 0.024], [-0.227, -0.074, -0.045], [-0.102, 0.148, -0.369], [0.129, 0.048, -0.175], [-0.262, -0.066, 0.145], [-0.170, 0.239, 0.050], [0.408, -0.063, 0.012], [-0.308, -0.133, -0.068]], "total_energy_ev": -9338.009, "total_charge": 0, "multiplicity": 1, "homo_lumo_gap_ha": 0.3732}

=====

(12)
{"formula": "C4H10N2O", "method": "ωB97M-V/def2-TZVPD", "species": ["C", "N", "C", "C", "C", "N", "O", "H", "H", "H", "H", "H", "H", "H", "H", "H", "H"], "xyz": [[0.990, -1.581, -1.286], [-0.282, -0.911, -1.170], [0.363, 1.506, -1.031], [-0.511, 0.357, -0.497], [-0.421, 0.299, 1.027], [0.766, -0.164, 1.515], [-1.345, 0.567, 1.751], [1.784, -0.961, -0.864], [1.034, -2.583, -0.860], [1.273, -1.723, -2.321], [-0.799, -0.938, -2.029], [1.372, 1.121, -1.178], [0.257, 2.420, -0.459], [0.052, 1.791, -2.043], [-1.553, 0.547, -0.723], [0.788, -0.267, 2.523], [1.571, -0.596, 1.158]], "forces_ev_per_a": [[0.488, 0.529, -0.106], [-0.469, -0.648, 0.172], [-0.446, -0.338, -0.957], [0.143, 0.421, -0.443], [0.505, -1.390, -1.216], [-0.331, 0.382, 2.581], [-0.272, 0.507, 0.366], [0.145, -0.209, 0.076], [-0.204, 0.052, 0.469], [0.028, 0.095, -0.433], [-0.083, -0.022, -0.046], [0.281, 0.506, 0.527], [0.484, 0.008, 0.430], [-0.207, -0.241, 0.042], [-0.170, 0.347, 0.267], [-0.370, 0.240, -0.109], [0.479, -0.241, -1.620]], "total_energy_ev": -9337.602, "total_charge": 0, "multiplicity": 1, "homo_lumo_gap_ha": 0.3503}